ORCA calculation (ωB97M-V/def2-TZVPD) on a structure of composition C27H46BeBrNOP2S at a distorted geometry.

Structure (XYZ):
```
80
C27H46BeBrNOP2S ωB97M-V/def2-TZVPD
N -5.301 3.022 -3.778
C -5.388 3.155 -2.461
C -4.656 2.352 -1.586
C -3.677 1.480 -2.112
C -3.734 1.217 -3.501
C -4.558 2.041 -4.296
C -2.482 1.148 -1.290
Be -1.023 0.107 -1.188
P 3.412 -0.754 0.050
C -1.217 1.612 -1.807
C -0.153 2.091 -0.885
C 1.056 2.412 -1.512
C 1.973 3.346 -0.995
C 1.781 3.992 0.259
C 0.574 3.638 0.907
C -0.362 2.724 0.370
Br 3.132 4.907 1.071
H -2.682 1.259 -0.227
H -1.127 1.878 -2.871
H -4.803 2.483 -0.517
H -3.146 0.419 -3.973
H -6.049 3.953 -2.102
H -4.579 1.924 -5.389
H 1.183 1.996 -2.531
H -1.319 2.561 0.862
H 2.858 3.521 -1.593
H 0.333 4.072 1.857
P -0.981 -2.025 -0.340
C 4.099 0.885 0.458
C 5.577 1.035 0.086
H 3.981 1.050 1.544
H 3.484 1.635 -0.049
H 5.892 2.068 0.232
H 6.207 0.396 0.710
H 5.763 0.767 -0.963
C 2.669 -0.666 -1.577
C 3.454 -1.578 -2.541
H 2.675 0.373 -1.919
H 1.619 -0.984 -1.486
H 2.976 -1.641 -3.520
H 4.474 -1.206 -2.692
H 3.538 -2.595 -2.142
C 2.347 -1.071 1.478
C 3.197 -1.533 2.665
H 1.621 -1.839 1.185
H 1.793 -0.148 1.696
H 2.579 -1.986 3.443
H 3.936 -2.275 2.349
H 3.746 -0.701 3.120
C -0.836 -2.880 1.292
C -1.422 -4.281 1.406
H -1.288 -2.214 2.036
H 0.227 -2.933 1.556
H -2.508 -4.275 1.482
H -1.139 -4.927 0.577
H -1.047 -4.757 2.315
C -0.404 -3.270 -1.571
C -0.081 -2.670 -2.940
H -1.204 -4.019 -1.669
H 0.469 -3.785 -1.150
H -0.984 -2.523 -3.544
H 0.426 -1.702 -2.867
H 0.585 -3.345 -3.502
C -2.782 -2.137 -0.665
C -3.598 -1.370 0.380
H -3.071 -3.196 -0.701
H -2.949 -1.719 -1.673
H -4.297 -0.674 -0.105
H -4.189 -2.063 0.997
H -2.973 -0.777 1.064
C -0.481 2.238 4.355
S -0.013 0.736 3.498
C 0.383 -0.285 4.926
O -1.229 0.170 2.851
H -0.278 2.120 5.426
H -1.539 2.416 4.175
H 0.129 3.056 3.962
H -0.492 -0.323 5.573
H 0.657 -1.291 4.575
H 1.237 0.162 5.448
```

Properties
- Max |F|: 4.47 eV/Å
- Molecular weight: 583.60 g mol⁻¹
- 2S+1: 1
- Relative energy (zero: lowest compared OMol25 entry of this formula, charge and spin): 0.0 kcal per mole
- Frontier orbital gap (spin up / spin down): 5.2 / 2.8 eV
- Charge: +2